This record from OMol25 describes a 12-piece molecular cluster, C54H135O30P3 overall in a non-equilibrium geometry. The level of theory is ωB97M-V/def2-TZVPD.

```
222
Properties=species:S:1:pos:R:3:forces:R:3
P -5.690664 -4.540867 2.712412 2.4287 0.0919 2.0351
P 0.718258 3.232577 6.243724 -3.4440 -0.0577 -1.9541
P 6.880740 3.166377 3.006205 0.2511 1.5567 -0.8927
O -2.909444 -2.410520 -1.119181 -0.3361 -0.1019 -0.8390
O -0.487289 0.582257 0.426962 0.3174 0.9151 0.5013
O 0.723584 -5.985794 -2.096114 0.8879 -0.6914 -0.2364
O 6.490614 1.687712 3.254704 0.3875 -2.2271 1.0145
O 1.376315 6.924210 -4.814309 -1.0543 0.0778 0.6814
O -4.635464 -4.060064 3.852958 -0.3531 -1.2292 -0.0121
O -3.561532 -1.221287 -6.842000 1.3870 -0.6723 -0.0269
O 5.279983 -2.736014 -1.248309 -0.6416 0.7697 0.5795
O -0.540923 2.434984 6.312207 0.9445 0.5286 0.1635
O 2.170060 4.738426 -2.802121 -0.2159 0.0308 0.7919
O 1.529057 -3.780300 -0.036591 -2.0412 -0.2756 0.0021
O -6.093079 -3.441819 1.866144 -0.8641 0.9937 -1.1393
O -6.175772 2.465389 -3.271770 -0.2349 -0.0766 -1.9072
O 1.516359 2.997652 4.901242 0.5145 0.5252 0.0527
O 5.728640 3.910592 3.748010 -2.1568 1.1674 0.5663
O 8.141518 3.723381 3.445562 1.6064 -0.1915 0.4725
O -2.978459 0.800697 -5.118517 0.6685 -1.0367 1.4272
O -6.769066 -5.286649 3.566382 -0.1712 -0.2908 -0.2617
O 1.660410 0.198165 -1.625488 2.4462 1.7095 -0.6158
O -4.092388 -0.641761 3.401470 -1.1408 0.4332 -0.1224
O 3.490732 1.404156 -5.786639 -0.1476 0.2050 0.3450
O 1.757237 2.920924 7.329869 1.2771 0.2000 -0.1073
O -3.908711 2.454145 -1.351272 -1.4677 -0.5921 -1.8716
O 0.384563 4.822680 6.253143 1.6769 -0.6963 0.8099
O 4.862115 -1.268174 0.968763 -0.7657 1.9229 0.3205
O -1.426735 -0.873794 4.345357 1.0227 -0.3614 0.0092
O 2.345798 -1.810009 -6.914801 0.6097 0.4702 0.3758
O 6.729228 3.371208 1.451237 -0.5547 -0.4440 -0.0435
O -1.232117 -2.940626 -3.542796 0.3381 0.5824 0.8543
O -4.978982 -5.746697 1.996178 0.0504 0.4077 0.1991
C 1.547987 6.993982 -3.417377 0.1977 -0.6785 0.5507
C -2.472853 -0.282612 5.048633 0.7830 1.6208 1.9851
C -0.297140 6.030503 4.186357 2.1681 -1.4625 -0.0393
C -1.883062 0.791037 -4.137566 -2.1908 2.1822 -0.5988
C -5.260710 -0.057295 2.803780 0.2446 -1.0205 0.4014
C 0.637265 -0.623451 -1.279766 -0.8266 -1.0471 -0.1568
C 1.192119 5.740875 -2.616804 -1.0915 0.2225 -0.9251
C 1.078790 2.175416 3.807606 -0.7843 -0.6053 -0.9008
C 1.731228 3.652604 -1.992200 0.0790 -0.5797 -1.2790
C -3.312105 2.553622 -0.139438 -0.2260 2.0816 2.5900
C 2.298497 6.300353 -5.594369 2.6805 -1.3058 -1.0055
C -4.744102 -1.971012 -7.011833 0.0072 1.2042 0.4004
C 1.571794 2.973127 8.749134 2.5357 -0.6717 -0.3029
C 5.688966 -3.482471 -2.346525 1.2093 -1.2217 0.1901
C 3.191259 -0.701806 -6.657928 -0.0797 -0.4640 1.5933
C 2.007107 -5.613683 -1.600250 1.5034 -0.0872 0.2082
C -5.288908 -6.078802 0.643692 0.1370 -0.2735 -0.5496
C -5.240401 1.923580 -1.182835 0.1410 -0.1049 0.8969
C -2.275797 -4.648689 3.378536 0.8012 -0.9835 0.7340
C -0.666819 5.416054 5.508302 -0.8055 -0.3878 -0.1471
C -3.288734 -3.595366 3.504936 -1.6590 0.9111 -0.4565
C 5.831221 3.352154 -0.729870 -0.8393 1.3193 -0.0968
C 6.834358 1.160718 4.607196 0.5065 1.0811 0.6586
C -2.648613 0.963429 -6.485284 0.9347 -0.6848 0.8164
C 5.906925 -2.140106 0.979736 -0.0014 -2.6928 0.1630
C 3.728332 -1.608231 1.718420 -1.1111 2.5418 -0.4968
C 5.705910 2.726900 0.626919 0.6202 0.9951 0.7262
C -3.351807 -2.286847 -2.488373 -0.1896 -0.1412 0.7365
C 6.374185 -2.203433 -0.491223 -0.3803 0.2262 0.4821
C -3.631144 0.099695 -7.254167 -0.7663 1.5084 -0.3835
C -4.132800 -5.656770 -0.272609 -0.8719 -0.4275 1.2554
C -2.601754 -3.202288 -3.421525 -0.3985 0.6395 -0.3161
C -3.425088 0.355789 4.138372 -0.6797 0.3682 -0.4794
C 3.000726 -2.803176 -7.668480 0.6629 0.4955 -0.7632
C -6.324439 2.066607 -4.653336 -0.6343 -0.2313 0.5142
C 5.586871 0.880723 5.405855 -0.6221 0.9268 -1.0952
C 3.002765 2.453702 -4.972390 1.8442 0.6675 -0.4499
C -9.064917 -5.092040 4.376715 -0.5134 0.8418 0.0747
C -1.089334 -0.272783 1.361174 -0.9288 1.2154 0.1427
C 2.149545 -4.147705 -1.249378 -1.4756 0.7816 -0.2361
C -0.817381 -2.806047 -4.896677 -0.8421 -0.9849 0.2385
C 2.649564 2.072600 9.395196 -1.4348 0.7817 -0.3617
C -0.590979 0.136880 -0.894698 -0.1973 -1.2466 0.2219
C 0.055711 -3.745747 -0.210600 0.4326 0.4696 1.6845
C 4.633022 5.952469 4.788546 1.7410 0.9415 1.5754
C 1.481893 2.777058 2.416297 -0.6215 0.2891 0.9339
C -7.606443 -4.588557 4.466088 -1.3653 0.3454 0.4325
C 2.507812 0.390611 -5.853535 0.1196 0.4273 -0.7217
C 0.526358 -5.601334 -3.451384 0.0214 -0.3401 -0.3391
C 2.876093 -0.504207 -1.882097 0.6291 -0.0365 1.5159
C 5.907396 5.212992 4.378551 0.1570 -0.6161 1.3250
C -5.849443 1.381459 -2.465673 0.5051 0.4527 1.0182
C -3.733667 -1.687702 -0.255204 -1.0830 1.4761 1.2003
C -0.574424 -1.634705 5.182435 -0.8947 -1.0540 0.7008
H -1.099158 6.573576 3.821838 -1.6370 1.3083 -0.6050
H 2.312941 -6.231018 -0.695101 -0.9255 0.5920 -0.9886
H -0.502041 -0.343882 2.255289 0.3031 -0.0720 0.3634
H 4.739007 2.878439 1.123878 0.0746 -0.0768 -0.3599
H 0.434543 -1.283131 -2.123996 -0.4200 -0.3209 -0.2605
H 5.253156 4.284291 -0.844743 0.0564 -0.3116 0.2818
H -3.516284 -3.075674 2.581469 0.8801 0.4497 -0.2397
H 3.123635 -0.654967 1.812912 0.5143 -0.9618 -0.3009
H -5.072925 0.810302 -2.939839 0.3993 -0.7108 -0.3877
H -0.197143 -1.153046 6.110861 -0.5935 0.2088 -0.5271
H 2.248566 -3.531091 -7.803512 -0.7247 -1.0483 -0.4210
H -0.154360 -3.164760 -1.107246 -0.2308 0.1385 0.0536
H -3.408670 0.193690 -8.370592 -0.8059 0.0640 1.1957
H -4.235861 -4.603563 -0.297296 0.6961 1.3105 0.0493
H 1.669328 0.750992 -6.446439 -0.5464 0.1019 0.0721
H 1.675387 -3.471559 -2.064077 1.1598 -0.9725 0.8321
H -0.807959 0.994809 -1.508140 -0.1232 0.1601 -0.5224
H -9.576012 -4.868191 3.419619 0.7407 -0.1361 0.1732
H -5.872855 -0.886562 2.413953 0.3001 0.3789 -0.0591
H 7.211950 -2.878689 -0.631331 0.4953 0.1065 0.1553
H -0.543584 -5.758258 -3.716931 0.7784 0.0813 0.3291
H -3.153796 -6.008740 0.064467 -0.2439 0.2396 0.1956
H 3.895883 -1.889891 2.720965 0.7633 -0.6322 1.2776
H 7.394415 0.203416 4.568638 0.1208 0.9285 -0.7090
H -0.424625 -4.739728 -0.357865 0.6369 0.5374 0.3747
H 3.315943 -2.423097 -8.696242 -0.1626 -0.3457 1.2370
H 3.198754 -3.960760 -1.080666 0.4004 0.3715 -0.2948
H -3.262280 1.612425 0.343739 0.2290 -1.2669 0.6627
H -9.638670 -4.474535 5.089818 0.1997 -0.3361 0.0198
H 2.183019 0.231083 -4.814166 -0.0755 -0.9248 -0.4027
H 2.568565 2.851223 2.368992 0.0255 0.3080 0.1901
H 0.759829 3.325263 -2.390707 -0.0750 -0.0479 0.4308
H 4.961618 0.148030 4.915907 -0.1735 -0.2462 -0.2580
H 3.311163 6.675218 -5.414333 0.1953 0.3032 0.2842
H -3.070268 -2.935488 -4.353230 -0.3864 -0.0344 -0.8286
H -2.052417 0.549359 5.701400 -0.3583 -0.8823 -0.4384
H -5.134106 -1.815321 -8.043217 -0.0180 -0.4883 0.6506
H -5.205264 1.158976 -0.380214 0.0601 -0.1794 -0.5783
H -1.258285 1.683730 -4.407307 0.0514 -0.9960 0.5838
H 3.636399 2.412490 9.170030 0.6603 0.2010 0.0852
H -5.860724 2.695379 -0.724588 -0.2122 0.3464 -0.2871
H 2.450560 1.941334 10.450387 0.1995 0.4541 0.3836
H 2.384818 2.782711 -2.072386 0.2398 0.3378 0.0868
H -2.418487 0.994316 -3.159682 0.8464 -0.2564 -1.0281
H 5.484556 2.699730 -1.488209 -0.4908 -0.8275 -0.7785
H -4.598873 0.511341 -6.879698 0.0126 -0.1995 -1.1235
H 0.201505 5.322954 -2.948588 0.6005 0.4252 -0.0346
H 3.504730 -0.251151 -7.584765 0.3576 0.1730 -0.4517
H 2.432491 2.079832 -4.171172 -1.2530 -0.5384 0.8621
H 2.487487 1.103137 8.997271 0.1426 -1.0331 -0.6341
H 3.980470 5.361580 5.428835 -0.1798 0.0160 -0.2804
H -6.730765 0.749336 -2.273781 0.1999 0.0193 0.1956
H -1.213255 6.111643 6.140142 0.5332 0.3811 0.2903
H 6.463044 5.012279 5.324447 -0.1641 0.1218 -0.7660
H -4.157634 0.948327 4.749502 0.5716 -0.3085 -0.4671
H -1.626527 -2.272593 -5.422255 0.7169 0.2291 -0.2739
H 2.899581 -5.732770 -2.294389 -1.2827 -0.5667 -0.0890
H -1.262429 -1.207470 0.907782 0.0479 -1.5271 -0.2122
H 2.140743 6.541044 -6.641283 -0.5378 0.0290 -0.0952
H 2.474460 5.189552 -5.533242 -0.9710 0.8449 0.3709
H -2.849273 -4.246582 -3.281486 0.3061 -0.5049 0.4915
H 7.432728 2.004289 5.107062 -0.5066 -1.5775 -0.5972
H 1.011676 3.780964 2.281072 0.4924 -0.7402 0.0299
H -4.422763 -2.597744 -2.555818 0.4831 0.2369 0.1278
H -6.277128 -5.737817 0.332275 0.2227 0.9925 -0.0303
H -3.289233 -1.246791 -2.889773 0.1276 -0.4235 0.6250
H 2.536623 7.324212 -3.044599 0.0060 -0.0604 -0.7515
H 5.029580 6.834035 5.425024 -0.4846 -1.4438 -0.5926
H 6.832738 3.630275 -0.999935 0.7030 -0.1761 0.2553
H -1.151701 -2.553597 5.447456 0.4664 0.4431 0.3495
H -5.501564 -7.107425 0.701615 0.4632 -1.7181 -0.2138
H -2.895173 1.006948 3.436117 -0.0413 0.3817 0.0994
H -4.468916 -2.997550 -6.767899 -0.3203 -0.0072 -0.3191
H 5.433309 -3.155105 1.206004 1.0454 0.6770 -0.1971
H 1.654133 4.001505 -0.984177 -0.1762 -0.1105 0.8801
H 3.807869 0.092348 -1.655226 -1.2756 -0.2741 0.1560
H -4.930233 0.625714 2.024264 -0.2627 0.2255 -0.2675
H 1.173750 -6.138051 -4.208725 -0.4870 0.1851 0.9764
H -1.391709 -0.160445 -4.126813 0.5988 -0.4278 -0.0431
H 3.034490 -0.848793 -2.889109 -0.5587 -0.1276 -0.8465
H -2.958516 -2.887650 4.252319 -0.5318 0.2894 0.1316
H -7.355199 1.742832 -4.913691 0.4221 0.0746 0.4507
H -7.634981 -3.501557 4.249802 0.2520 -0.5156 -0.0236
H -3.697619 -0.594815 -0.444563 0.6109 -0.1850 0.0307
H -0.055073 5.295463 3.393494 -0.1435 0.0542 0.6298
H -2.101136 0.095922 1.621305 0.3682 0.0006 0.1231
H 1.688027 3.995052 8.987108 -0.1737 1.0737 0.7773
H -2.545319 -5.339033 2.606018 0.2350 -0.4081 -0.6137
H 0.008175 1.899370 3.948938 0.4535 0.7923 -0.3762
H 5.939700 1.686179 0.591069 0.0164 -0.8303 0.0674
H -2.310891 2.970383 -0.165996 0.1528 0.0065 -0.5209
H 1.205012 2.139242 1.562846 -0.3274 -0.0167 0.5319
H -2.732292 2.048815 -6.556464 -0.0063 -0.0071 -1.4263
H -3.042366 -0.951176 5.703255 0.2775 -0.4873 -0.0274
H -5.622592 1.308607 -5.000378 0.1472 -0.3648 0.6380
H -0.815513 -3.850044 -5.277997 0.5175 0.6157 -0.4585
H 3.858384 2.910304 -4.455011 -0.0653 0.2225 -0.5071
H 6.599145 -1.166464 -0.828096 0.0701 -0.6418 0.0199
H 0.169314 -2.319497 -4.927737 -0.4438 -0.2377 -0.1490
H 3.118974 -2.327788 1.223349 -0.4426 -0.8309 -0.4873
H 1.546761 1.211917 3.916579 0.6299 -0.3895 0.0589
H 0.295017 -1.999890 4.664798 0.2827 0.2004 -0.7307
H 0.762033 -4.551516 -3.502930 -0.1554 0.4578 -0.5136
H -4.818141 -1.836642 -0.353645 0.0595 -0.8598 -0.3286
H 4.844762 -3.883145 -2.956751 0.5322 0.5577 0.6614
H -1.395622 4.662096 5.334112 -0.7310 -0.9204 -0.2573
H -5.434105 -1.564107 -6.239116 -0.2608 -0.5422 -0.6380
H 4.067800 -0.970478 -6.032120 -0.0996 -0.2976 -0.6276
H -6.085063 2.891606 -5.270932 0.0246 1.2393 -0.4114
H -9.272025 -6.140995 4.609196 0.5287 0.1220 0.0510
H 0.845086 -1.281045 -0.419752 0.4083 0.1310 -0.0775
H 5.016336 1.801896 5.492050 -0.2149 0.0491 0.1116
H 4.152152 6.501263 4.022324 -0.8761 -0.1349 -1.1229
H 2.842492 -1.390556 -1.230675 0.5957 0.1775 -0.1593
H -7.198560 -4.719912 5.479649 -0.1735 -0.0151 -0.2989
H 6.404391 -2.922545 -2.945216 -0.2031 0.2681 -0.5856
H -3.538654 -1.836858 0.839748 0.3463 -0.1842 -1.1826
H 6.315330 -4.319687 -1.941114 -0.5902 -0.0050 -0.5713
H -0.360299 -3.219062 0.736917 0.6652 -0.9714 -1.6924
H 5.799156 0.517065 6.379432 0.4828 -0.3057 0.9427
H 3.852164 -3.310735 -7.155828 -0.3252 0.6931 -0.1691
H -2.185403 -5.230431 4.307310 -0.1538 0.1388 -0.0945
H 0.583696 6.653807 4.262285 0.1207 0.4042 0.1283
H -4.257264 -5.961693 -1.275680 -0.3704 -0.7018 -1.1467
H 2.472020 3.195693 -5.564155 -0.2075 0.0011 0.0945
H 6.668311 -1.941700 1.806814 -0.5240 0.0196 -1.2933
H 0.654813 2.561060 8.975265 -2.2829 -0.4568 0.5512
H -1.341962 -0.670458 -0.947201 -0.4320 0.7449 -0.3241
H -1.638609 0.606008 -6.778633 -0.1230 0.3268 0.6046
H 6.517643 5.842406 3.762831 0.3845 0.2147 -0.4497
H -3.897071 3.236142 0.593932 0.6013 -0.7612 -0.9953
H 0.992880 6.011525 -1.547266 0.6892 -0.1271 -0.4996
H -5.836664 0.482645 3.573807 0.0854 -0.0414 -0.2933
H -1.283518 -4.197059 3.232315 -0.3134 -0.1011 -0.3278
H 0.846998 7.753694 -3.167853 -0.5814 0.6881 0.6226
```
Positions in Å, forces in eV/Å.

Its frontier orbital gap is 9.630 eV. The value obtained for the HOMO energy is -9.06 eV.

Atom charges from the Löwdin analysis, given in e for atoms 1 to 99: 0.3617, 0.3933, 0.2604, -0.1889, -0.1739, -0.1893, -0.1706, -0.1521, -0.1733, -0.2251, -0.2328, -0.2550, -0.1863, -0.2091, -0.2104, -0.1543, -0.1746, -0.1797, -0.2171, -0.2385, -0.1613, -0.1600, -0.1985, -0.1770, -0.1584, -0.1612, -0.1772, -0.2041, -0.2024, -0.1905, -0.1676, -0.2170, -0.1669, -0.1879, -0.2470, -0.0537, -0.0444, -0.0724, -0.2517, -0.2270, -0.2284, -0.1010, -0.1693, -0.1491, -0.0894, -0.2065, -0.1280, -0.2026, -0.2033, -0.2459, -0.1722, -0.0670, -0.2740, -0.2502, -0.0631, -0.2090, -0.2091, -0.2266, -0.0858, -0.2175, -0.1616, -0.1634, -0.2354, -0.0305, -0.2116, -0.2396, -0.1233, -0.0784, -0.0769, -0.0975, -0.0751, -0.0805, -0.2439, -0.0788, -0.0401, -0.1849, -0.0527, -0.0680, -0.0332, -0.2670, -0.2083, -0.1053, -0.0682, -0.2377, -0.2203, -0.1410, -0.0955, 0.0521, 0.1510, 0.0781, 0.1132, 0.1161, 0.0868, 0.0902, 0.1112, 0.1006, 0.0997, 0.0632, 0.0495